Computed, not measured: a 2-piece molecular cluster, C10H22N2O4P overall, with ωB97M-V with the def2-TZVPD basis set.

The geometry in XYZ format:
```
39
C10H22N2O4P ωB97M-V with the def2-TZVPD basis set
C -0.13394 2.54523 1.49600
C 0.08873 1.38416 1.29344
P 0.29291 -0.30310 0.95935
C 1.98633 -0.78307 1.33773
C 2.55602 -1.75958 0.30186
C 3.99872 -2.15183 0.61221
O 1.69159 -2.88430 0.16084
N 0.05799 -0.48945 -0.64255
C -1.19200 0.10214 -1.22861
C -1.82481 -0.90178 -2.19271
O -0.76860 -0.98224 1.90418
C -1.24229 -2.33748 1.62980
C -2.75706 -2.34007 1.76042
H -0.49045 3.52743 1.71608
H 2.05378 -1.19706 2.34684
H 2.58002 0.13424 1.32413
H 2.53860 -1.28221 -0.67762
H 4.51828 -2.42279 -0.30467
H 4.03908 -3.01446 1.27917
H 4.52805 -1.31479 1.06614
H 1.78015 -3.45114 0.93687
H 0.22777 -1.44116 -0.95594
H -1.88588 0.38969 -0.43945
H -0.89842 0.99364 -1.77717
H -1.03392 -1.38052 -2.77341
H -2.47216 -0.38314 -2.89457
H -2.37181 -1.66565 -1.64060
H -0.80933 -2.99110 2.38721
H -0.90930 -2.69651 0.65775
H -3.18896 -3.23088 1.31219
H -3.15648 -1.44271 1.28509
H -3.03124 -2.27466 2.81216
C -0.17656 5.55069 -1.73933
N -1.31641 4.63273 -2.01906
O -1.09255 3.43416 -2.04891
O -2.39499 5.14130 -2.20648
H 0.71765 4.95542 -1.59817
H -0.08057 6.21433 -2.59306
H -0.42793 6.11653 -0.84715
```

Properties
HOMO-LUMO gap = 11.1 eV
Net charge = +1
Energy = -1145.70091 Ha
Highest occupied orbital energy = -0.5008 Eh
Lowest unoccupied orbital energy = -0.0923 hartree

Computed, not measured: one molecule with the formula C10H22N4, with ωB97M-V with the def2-TZVPD basis set.

The geometry in XYZ format:
```
36
C10H22N4 ωB97M-V with the def2-TZVPD basis set
H -4.26866 -2.02024 -0.15000
N -3.59973 -1.51344 -0.71740
C -2.97652 -0.66291 -0.01650
N -3.24325 -0.31537 1.31369
N -1.91898 0.03595 -0.59450
C -1.74453 1.46288 -0.36352
C -0.57549 2.04196 -1.17497
N 0.79852 1.70800 -0.81777
C 1.13565 1.90503 0.61667
C 1.03431 0.67269 1.61989
C 1.92897 -0.62856 1.49893
C 1.55767 -1.82155 0.54032
C 1.95886 -1.85895 -0.98232
C 1.26186 -0.82910 -1.92103
C 1.19684 0.30914 -0.92849
H -3.78209 -1.01221 1.81421
H -2.44279 -0.00912 1.86153
H -1.87028 -0.18350 -1.58187
H -1.57361 1.62294 0.70155
H -2.66591 2.02040 -0.60196
H -0.72953 1.81885 -2.24088
H -0.67823 3.12610 -1.05717
H 0.55821 2.74180 1.02359
H 2.18096 2.18890 0.62801
H -0.01150 0.34268 1.68987
H 1.26410 1.10674 2.58511
H 1.96166 -1.03987 2.52850
H 2.97262 -0.33157 1.28076
H 0.46147 -2.00108 0.61008
H 2.00125 -2.72340 0.99908
H 3.03358 -1.65663 -1.01466
H 1.82574 -2.88094 -1.32541
H 0.26529 -1.19116 -2.25492
H 1.86958 -0.63677 -2.80442
H 2.24153 0.37307 -0.57137
H 0.57243 -0.16077 -0.19264
```

Properties
HOMO-LUMO gap = 9.1 eV
Energy = -613.17702 Ha
SMILES = [H]/N=C(\N)NCCN1CCCCCCC1
Highest occupied orbital energy = -0.3037 Eh
Lowest unoccupied orbital energy = 0.0303 hartree

Computed, not measured: a 2-piece molecular cluster, C10H22NP overall at a distorted geometry, with ωB97M-V with the def2-TZVPD basis set.

The geometry in XYZ format:
```
34
C10H22NP ωB97M-V with the def2-TZVPD basis set
C 0.25734 1.14790 -0.22788
C -0.50443 0.23239 -0.91184
C 1.39972 -0.26492 1.61782
C 1.04232 2.13282 1.93581
C 2.62770 1.34523 0.20100
C -1.37889 -1.75020 -2.23981
C -1.25861 -1.69325 0.38049
C 0.84411 -1.88023 -1.16214
C 1.29637 1.04963 0.86885
C -0.54009 -1.30132 -0.97968
N -3.37944 1.29250 0.05212
P -3.70072 1.65503 -1.46849
H -0.16489 2.14316 -0.29491
H -1.13205 0.64565 -1.70806
H 0.41032 -0.53906 2.12720
H 2.21721 -0.10586 2.34225
H 1.73438 -1.24348 1.01697
H 0.19158 2.03137 2.47791
H 1.96717 2.17342 2.63680
H 0.99074 3.14463 1.52302
H 3.54171 1.81242 0.85890
H 2.45074 2.08289 -0.51595
H 3.06842 0.52393 -0.18377
H -1.28934 -2.80288 -2.20994
H -0.88271 -1.39357 -3.04755
H -2.37541 -1.41912 -2.25354
H -2.27237 -1.92752 0.10392
H -0.68761 -2.51915 0.86098
H -1.32523 -0.79299 1.00850
H 1.20531 -2.57325 -0.30760
H 1.46673 -1.12058 -1.43757
H 0.93808 -2.54141 -2.06336
H -2.48489 1.14404 0.45528
H -4.27329 1.31176 0.54427
```

Properties
HOMO-LUMO gap (spin up / spin down) = 7.5 / 8.9 eV
2S+1 = 3
Energy = -790.15098 Ha
Highest occupied orbital energy (spin up / spin down) = -0.2469 / -0.3388 Eh
⟨S²⟩ = 2.004
Lowest unoccupied orbital energy (spin up / spin down) = 0.0273 / -0.0121 hartree

- Number 2 is which compound?
  C10H22N4